1.
This record from the OMol25 dataset describes 2 unconnected molecules or ions with the total composition C7H15NO. The level of theory is ωB97M-V/def2-TZVPD.

Cartesian coordinates (Å):
C -2.558502 -0.074929 -0.240688
C -1.754454 0.607933 0.892744
N -0.117057 1.796305 -1.203054
C 0.466010 0.985725 -0.181611
C -0.255562 0.407581 0.782766
C 0.386946 -0.530216 1.766350
C 2.651768 0.097013 -1.092226
C 1.950069 0.917828 -0.309990
H -1.868020 -0.501152 -0.968598
H -3.146668 -0.902058 0.165218
H -3.232093 0.607046 -0.761002
H -1.906786 1.694163 0.858712
H -2.072852 0.285152 1.878582
H -1.043744 2.162497 -1.009224
H 0.509062 2.568088 -1.421660
H 0.145877 -0.233196 2.790928
H 1.476019 -0.510283 1.711442
H 0.084531 -1.569411 1.616986
H 2.154369 -0.562400 -1.790060
H 3.737351 0.074960 -1.070208
H 2.431605 1.629874 0.353146
H 1.231234 -3.434754 -0.638996
H 0.391277 -2.284548 -1.162938
O 0.339629 -3.231211 -0.966624

Cartesian forces, eV/Å:
0.113 -0.292 0.399
0.521 0.490 -0.600
0.246 0.207 0.127
-0.147 0.466 -0.648
0.230 -0.514 0.135
0.294 0.221 0.210
0.012 -0.045 -0.095
-0.446 0.179 0.511
-0.077 0.055 -0.089
-0.051 0.056 -0.138
-0.022 0.021 0.043
-0.274 -0.027 0.060
-0.162 -0.115 0.097
-0.005 -0.146 0.153
-0.148 -0.226 -0.140
-0.213 -0.124 0.090
-0.018 -0.040 -0.209
-0.127 -0.007 0.032
0.042 -0.084 0.010
-0.092 0.066 -0.062
0.338 -0.162 0.064
0.045 0.067 -0.016
0.051 0.083 0.038
-0.110 -0.131 0.026

Calculated values
* maximum force: 0.934 eV Å⁻¹
* molecular weight: 129.20 g mol⁻¹
* energy relative to the best compared isomer or geometry (same formula, charge and spin): 0.0 kcal per mole
* net charge: -1
* LUMO (spin up / spin down): 3.80 / 3.58 eV
* frontier orbital gap (spin up / spin down): 2.691 / 8.173 eV
* expectation value of S²: 0.751
* spin multiplicity: 2



2.
This record from the OMol25 dataset describes 2 unconnected molecules or ions with the total composition C7H15NO in a non-equilibrium geometry. The level of theory is ωB97M-V/def2-TZVPD.

Cartesian coordinates (Å):
C -1.924094 -0.132958 2.430294
C -2.164781 1.202155 -0.743847
C -0.508640 0.041326 2.834003
N -1.532490 0.463800 0.317497
O -2.434508 0.264274 1.320101
H -2.649771 -0.577420 3.098973
H -1.446591 1.246408 -1.558666
H -3.080046 0.703839 -1.083541
H -2.426637 2.227340 -0.452147
H -0.409385 0.015939 3.920458
H -0.124460 0.979158 2.429000
H 0.105831 -0.757453 2.415097
C 1.563021 -0.566199 -0.514359
C 2.458275 0.673460 -0.531488
C 1.476413 -1.203678 -1.864946
C 0.352375 -1.420918 -2.524298
H 1.978467 -1.289963 0.192910
H 0.566413 -0.293990 -0.168213
H 2.427612 -1.484577 -2.307951
H 2.502201 1.130148 0.455276
H 3.471658 0.415183 -0.836434
H 2.069944 1.411465 -1.229995
H -0.608923 -1.156424 -2.104339
H 0.338116 -1.890913 -3.493388

Cartesian forces, eV/Å:
-0.129 0.010 1.383
-0.541 -0.063 0.305
-0.250 -0.250 -0.452
0.511 0.380 0.230
0.274 -0.268 -0.932
-0.114 0.221 -0.040
0.017 -0.030 -0.037
-0.040 0.049 -0.153
0.045 -0.002 -0.043
-0.138 -0.025 -0.100
0.017 0.041 -0.078
0.222 -0.015 -0.074
0.052 0.134 -0.027
-0.091 -0.163 0.038
0.151 0.043 0.182
-0.178 -0.067 -0.051
0.007 -0.047 0.052
0.010 -0.079 0.022
0.022 -0.060 -0.115
0.050 0.056 0.072
0.101 0.047 -0.025
-0.010 0.093 -0.067
-0.055 0.056 0.110
0.065 -0.062 -0.200

Calculated values
* maximum force: 1.389 eV Å⁻¹
* molecular weight: 129.20 g mol⁻¹
* energy relative to the best compared isomer or geometry (same formula, charge and spin): 129.0 kcal per mole
* LUMO (spin up / spin down): 0.38 / 0.75 eV
* frontier orbital gap (spin up / spin down): 7.769 / 9.035 eV